86
Properties=species:S:1:pos:R:3:forces:R:3:lowdin_charge:R:1 method="wB97M-V/def2-TZVPD" max_force_ha_per_bohr=0.0224 total_charge=+1 total_energy_ev=-109761.481
Ta 0.10759 0.48746 0.00941 0.47 -0.33 -0.99 1.861
O 1.05841 2.88200 2.83899 0.12 0.02 0.06 -0.186
S 1.49620 1.85901 1.96998 -0.21 -0.46 -0.34 0.618
O 1.38746 2.12753 0.47374 -0.17 0.19 0.25 -0.432
O 0.70594 0.54737 2.01568 0.21 0.34 0.34 -0.419
C 3.11855 1.33587 2.26640 0.04 -0.01 0.10 -0.302
C 3.75279 1.80589 3.40447 0.17 -0.07 -0.08 -0.023
C 4.99962 1.28264 3.72523 -0.10 0.08 0.02 -0.035
C 5.55212 0.30201 2.92267 0.01 -0.04 -0.05 -0.026
C 4.88880 -0.16022 1.78794 0.12 0.00 0.01 -0.035
C 3.65397 0.35199 1.42369 -0.06 0.08 0.00 -0.286
P 2.84708 -0.20936 -0.15349 -0.02 0.19 0.10 1.107
C 3.49193 -1.88564 -0.28888 -0.08 -0.09 -0.05 -0.375
C 2.81561 -2.89410 0.39375 0.01 -0.06 0.00 -0.073
C 3.29495 -4.19362 0.36334 0.04 0.01 -0.02 -0.050
C 4.44706 -4.49173 -0.35069 0.00 -0.01 0.00 -0.059
C 5.12579 -3.48790 -1.02600 0.00 0.02 0.00 -0.058
C 4.65342 -2.18400 -0.99628 0.05 -0.03 0.00 -0.092
C 3.71751 0.85461 -1.35420 0.00 -0.08 -0.05 -0.325
C 3.93289 0.43581 -2.66971 -0.01 0.02 0.02 -0.103
C 4.56032 1.27618 -3.57518 -0.02 0.01 -0.01 -0.066
C 4.96888 2.54511 -3.19186 0.01 -0.03 -0.05 -0.060
C 4.76912 2.96351 -1.88717 -0.01 -0.01 0.04 -0.055
C 4.15635 2.12108 -0.97154 -0.04 0.09 -0.02 -0.077
H 3.27871 2.56009 4.01625 -0.02 0.01 0.01 0.124
H 5.52582 1.63428 4.60149 -0.01 0.01 0.01 0.120
H 6.51706 -0.11697 3.17481 0.00 -0.01 -0.01 0.120
H 5.35523 -0.92695 1.18404 -0.03 0.00 0.00 0.112
H 1.91240 -2.68378 0.94802 -0.05 0.06 0.01 0.084
H 2.76206 -4.97294 0.89097 -0.01 0.00 0.00 0.115
H 4.81670 -5.50797 -0.38163 0.00 0.00 0.00 0.111
H 6.02707 -3.71630 -1.57883 0.01 -0.01 0.00 0.111
H 5.19769 -1.40858 -1.51981 -0.01 -0.04 0.05 0.104
H 3.64389 -0.55565 -2.98255 -0.15 -0.05 -0.02 0.097
H 4.73327 0.93099 -4.58551 0.00 0.00 -0.03 0.111
H 5.45208 3.19894 -3.90554 0.00 0.00 0.00 0.112
H 5.09630 3.94542 -1.57322 0.00 0.00 0.01 0.113
H 4.02672 2.47166 0.04228 -0.01 -0.01 0.00 0.098
O -0.53819 -3.26774 1.80078 -0.08 -0.08 0.18 -0.238
S -1.24844 -2.22351 1.15254 0.39 0.65 -0.51 0.630
O -2.31046 -2.47361 0.24847 0.01 -0.17 -0.03 -0.214
O -0.09639 -1.38276 0.37631 -0.39 -0.04 0.50 -0.487
C -1.83325 -1.06231 2.39403 -0.04 0.06 0.02 -0.226
C -1.74808 -1.54663 3.68600 -0.06 0.02 0.10 -0.026
C -2.27161 -0.82674 4.75866 0.07 -0.13 -0.02 -0.018
C -2.89310 0.38316 4.54885 -0.05 0.13 -0.08 -0.022
C -2.97809 0.89783 3.25895 -0.05 -0.06 0.15 -0.025
C -2.45851 0.19043 2.18932 0.00 0.00 0.07 -0.240
S -2.45183 1.12298 0.69078 0.47 0.01 -0.33 0.636
O -3.65328 1.82390 0.48307 0.00 0.02 0.02 -0.159
O -1.95480 0.17421 -0.36615 -0.30 -0.18 0.00 -0.388
O -1.17027 1.96567 0.75634 -0.44 -0.19 0.34 -0.382
H -1.28214 -2.50721 3.85279 0.01 0.00 -0.02 0.122
H -2.19274 -1.23280 5.75774 0.01 -0.01 0.00 0.124
H -3.30761 0.94133 5.37645 -0.01 0.01 -0.01 0.124
H -3.45054 1.85668 3.08953 0.01 0.00 -0.04 0.132
O 1.50199 -1.50835 -2.43966 0.04 0.04 0.11 0.061
C 0.80266 -0.60753 -2.84011 -0.18 0.10 -0.02 -0.534
N 0.32469 -0.41020 -4.08404 0.17 -0.03 -0.09 0.189
C -0.48648 0.78616 -4.25287 -0.15 -0.05 0.15 -0.257
C -0.56688 1.25030 -2.79056 0.35 0.09 -0.12 -0.401
O -1.20320 2.16692 -2.34744 0.06 -0.03 0.19 0.124
N 0.29616 0.44551 -2.01997 -0.13 0.07 0.16 -0.011
C 0.22490 1.88360 -5.04578 -0.07 0.02 -0.04 -0.159
C -0.39917 3.12330 -5.17432 -0.02 0.00 0.00 -0.015
C 0.20435 4.13275 -5.90176 0.04 0.00 -0.02 -0.056
C 1.43055 3.91300 -6.52046 -0.05 0.03 0.00 -0.074
C 2.04735 2.68089 -6.40031 0.03 -0.02 0.01 -0.074
C 1.44830 1.66763 -5.65943 0.05 0.03 0.03 -0.036
C -1.84975 0.44241 -4.84300 -0.01 0.01 0.00 -0.144
C -2.98020 0.26193 -4.05429 0.02 -0.04 0.01 -0.008
C -4.18272 -0.11636 -4.63587 0.03 0.00 -0.03 -0.058
C -4.26167 -0.32247 -6.00431 -0.03 0.00 0.05 -0.072
C -3.13460 -0.14712 -6.79362 0.00 -0.01 -0.04 -0.063
C -1.93565 0.23910 -6.21731 -0.02 0.04 0.00 -0.023
H 0.41271 -1.13123 -4.78116 0.00 0.03 -0.03 0.176
H -1.35814 3.29728 -4.70321 -0.01 -0.03 0.00 0.126
H -0.28515 5.09306 -5.99303 0.00 0.00 0.00 0.110
H 1.89466 4.70086 -7.09840 0.01 0.00 0.00 0.107
H 2.99817 2.50117 -6.88560 0.00 -0.01 0.00 0.106
H 1.94675 0.71360 -5.56367 0.02 -0.06 0.01 0.105
H -2.94531 0.42010 -2.98504 0.03 0.01 0.03 0.104
H -5.05797 -0.24732 -4.01394 -0.01 0.00 0.00 0.110
H -5.20028 -0.61421 -6.45594 0.00 0.00 0.00 0.108
H -3.19334 -0.30086 -7.86296 0.01 0.00 0.00 0.109
H -1.06736 0.40456 -6.84404 0.02 0.00 0.00 0.122

77
Properties=species:S:1:pos:R:3:forces:R:3:lowdin_charge:R:1 method="wB97M-V/def2-TZVPD" max_force_ha_per_bohr=0.0095 total_charge=0 total_energy_ev=-85885.588
Ca 1.31669 0.82444 -0.01718 -0.14 0.11 0.31 1.267
C 2.61880 3.65763 3.33566 0.06 0.01 0.02 -0.020
C 2.37366 3.22876 1.90413 0.00 -0.01 -0.12 -0.415
O 2.30055 1.99996 1.71207 -0.18 0.06 -0.02 -0.166
C 2.24574 4.22573 0.86503 0.06 0.09 0.08 -0.103
C 2.36020 5.59126 1.23708 0.00 0.07 -0.02 -0.058
C 2.34915 6.61198 0.33009 0.00 -0.04 0.10 -0.108
C 2.24324 6.29165 -1.03669 0.00 -0.01 -0.12 -0.089
C 2.12556 4.99852 -1.44958 -0.06 0.00 0.02 -0.017
C 2.07982 3.90111 -0.53043 0.09 0.04 -0.02 -0.364
O 1.90752 2.72688 -0.99633 -0.07 -0.06 0.29 -0.201
H 2.73536 2.76215 3.94028 -0.01 0.00 0.00 0.083
H 1.78275 4.24733 3.71523 -0.02 -0.01 -0.01 0.087
H 3.51401 4.27242 3.42356 0.02 -0.02 -0.01 0.088
H 2.46246 5.83981 2.28409 0.00 0.00 0.01 0.096
H 2.43390 7.64098 0.65027 0.00 0.00 0.02 0.093
H 2.25686 7.08516 -1.77537 0.00 0.00 0.01 0.102
H 2.04213 4.74614 -2.49875 -0.01 -0.01 0.00 0.111
O 2.47990 -0.77723 -0.88120 -0.16 0.01 0.02 -0.282
C 2.79420 -0.55698 -2.12225 -0.08 -0.16 -0.06 -0.401
C 4.13063 -0.76624 -2.53999 0.02 0.01 -0.10 -0.021
C 4.54658 -0.53371 -3.82829 0.06 -0.04 0.12 -0.097
C 3.64496 -0.07229 -4.78589 -0.09 0.01 -0.04 -0.112
C 2.33394 0.12397 -4.41167 0.05 0.06 -0.07 -0.063
C 1.86341 -0.12064 -3.11188 0.06 0.00 -0.13 -0.090
C 0.41753 0.07239 -2.88863 0.10 -0.22 -0.15 -0.271
N -0.26308 0.35720 -1.78550 0.37 0.12 -0.06 0.003
C -1.58053 0.48836 -2.15045 -0.11 -0.03 0.08 -0.142
C -1.71719 0.26380 -3.48054 -0.01 -0.01 -0.02 -0.084
N -0.44824 -0.00170 -3.93512 -0.08 -0.01 0.11 0.108
H 4.82290 -1.11108 -1.78253 -0.01 0.00 0.01 0.110
H 5.58522 -0.69796 -4.09004 -0.01 0.00 -0.02 0.100
H 3.96396 0.14256 -5.79645 0.00 0.00 0.00 0.093
H 1.65495 0.52267 -5.15701 -0.01 0.03 0.01 0.100
H -2.34213 0.73088 -1.42672 -0.01 0.01 -0.02 0.093
H -2.57395 0.26461 -4.12944 -0.01 0.01 0.00 0.108
H -0.19180 -0.25237 -4.87232 -0.01 -0.04 0.01 0.144
I -1.12915 1.84914 2.24096 0.09 -0.07 -0.07 1.058
C -2.90613 1.15852 1.36043 -0.12 0.04 -0.09 -0.620
C -3.75478 2.17811 1.01915 0.06 0.06 0.01 -0.181
C -5.07757 1.93181 0.60932 0.00 -0.07 0.01 -0.071
C -5.54342 0.65503 0.63465 0.03 0.08 -0.01 -0.033
C -4.69132 -0.42104 0.98231 -0.17 -0.04 -0.03 -0.162
C -5.25759 -1.71675 1.05830 0.04 -0.05 0.03 -0.027
C -4.49602 -2.79260 1.39521 0.02 0.08 -0.02 -0.054
C -3.11158 -2.61038 1.54865 0.02 0.00 -0.03 -0.088
C -2.49902 -1.38433 1.44042 -0.05 -0.17 0.13 -0.301
P -0.66400 -1.46295 1.26070 0.25 0.32 -0.27 1.027
C -0.47885 -2.58600 -0.16891 -0.08 -0.04 0.00 -0.383
C 0.76455 -3.18588 -0.36096 0.08 -0.01 -0.07 -0.122
C 1.03804 -3.88918 -1.52216 0.03 -0.01 -0.01 -0.071
C 0.08173 -3.98554 -2.52263 0.00 -0.01 0.00 -0.082
C -1.15235 -3.37717 -2.34991 -0.01 0.00 0.00 -0.085
C -1.43242 -2.68469 -1.18077 0.00 0.00 0.04 -0.101
C -0.16573 -2.46565 2.70000 0.00 -0.08 0.09 -0.369
C 0.11941 -1.77481 3.87870 -0.01 -0.02 -0.04 -0.102
C 0.49357 -2.45855 5.02420 0.00 0.01 0.01 -0.081
C 0.60608 -3.84155 5.00112 0.02 0.01 0.05 -0.086
C 0.34244 -4.53580 3.83053 0.00 -0.03 -0.02 -0.077
C -0.04389 -3.85340 2.68635 -0.02 0.03 -0.02 -0.100
C -3.30965 -0.21284 1.26750 0.08 0.00 0.00 -0.201
H -3.41576 3.20187 1.10037 0.01 -0.01 0.00 0.082
H -5.71706 2.75955 0.33550 0.00 0.00 0.00 0.109
H -6.57581 0.43435 0.39425 -0.01 0.00 0.00 0.115
H -6.31686 -1.82243 0.85924 -0.01 0.00 -0.01 0.115
H -4.92471 -3.78141 1.48585 -0.02 0.00 0.00 0.110
H -2.49576 -3.48878 1.69805 0.01 0.01 0.00 0.103
H 1.54784 -3.08047 0.37893 -0.02 0.03 0.03 0.109
H 2.01477 -4.33636 -1.65348 0.00 -0.01 -0.01 0.110
H 0.30336 -4.52281 -3.43592 0.00 0.00 0.00 0.101
H -1.90367 -3.43290 -3.12783 0.00 -0.01 -0.01 0.102
H -2.39450 -2.20033 -1.07978 -0.03 0.00 0.05 0.099
H 0.05043 -0.69374 3.89657 -0.01 0.01 0.00 0.065
H 0.70892 -1.90759 5.93054 0.00 -0.02 0.01 0.104
H 0.90949 -4.37525 5.89245 0.00 -0.01 0.00 0.103
H 0.44044 -5.61352 3.80310 0.00 0.00 0.01 0.105
H -0.23308 -4.40184 1.77181 -0.01 -0.01 0.02 0.101

81
Properties=species:S:1:pos:R:3:forces:R:3:lowdin_charge:R:1 method="wB97M-V/def2-TZVPD" max_force_ha_per_bohr=0.0209 total_charge=-1 total_energy_ev=-192390.527
Pd -0.65403 0.26538 0.16999 0.19 -0.51 0.18 0.561
C -2.12996 -6.37870 -0.62352 0.01 -0.02 0.02 -0.087
C -2.89226 -5.47160 -1.34330 -0.03 0.02 -0.01 -0.078
C -2.54215 -4.12896 -1.37536 0.01 0.02 -0.02 -0.073
C -1.41726 -3.68543 -0.68628 0.31 -0.09 0.38 -0.354
C -0.66074 -4.60285 0.04315 0.04 0.01 0.02 -0.107
C -1.01013 -5.94288 0.07178 -0.02 -0.02 0.00 -0.083
P -0.84498 -1.95324 -0.72669 -0.59 0.79 -0.44 1.051
C -2.30994 -1.11810 -1.46409 -0.10 -0.19 -0.20 -0.408
C -2.32822 -0.62790 -2.76881 0.15 0.00 0.04 -0.077
C -3.40683 0.11095 -3.22495 -0.03 0.00 0.00 -0.070
C -4.49207 0.35487 -2.39476 0.01 -0.01 -0.01 -0.081
C -4.50282 -0.16392 -1.10958 0.00 0.01 0.00 -0.076
C -3.41919 -0.89688 -0.64849 -0.11 -0.01 -0.05 -0.129
C 0.38887 -1.88609 -2.03638 0.07 -0.18 0.02 -0.333
C 0.69631 -2.91451 -2.88850 -0.08 0.02 0.01 -0.073
C 1.71570 -2.75221 -3.84670 0.04 0.04 -0.02 -0.078
C 2.41488 -1.57874 -3.90773 -0.02 -0.03 0.00 -0.028
C 2.13445 -0.50563 -3.02752 0.05 0.03 -0.05 -0.166
C 2.89868 0.68636 -3.03942 -0.01 -0.03 0.01 -0.032
C 2.64347 1.66656 -2.12806 0.00 0.00 -0.02 -0.046
C 1.58969 1.52396 -1.19607 -0.08 0.04 0.09 -0.087
C 0.80373 0.40336 -1.17064 0.17 -0.03 -0.23 -0.192
C 1.09074 -0.65363 -2.08191 0.04 -0.03 0.07 -0.204
H -2.41052 -7.42388 -0.60006 0.00 0.00 0.00 0.101
H -3.76781 -5.80536 -1.88506 0.00 -0.01 0.00 0.104
H -3.14487 -3.42967 -1.93952 0.01 0.01 0.00 0.105
H 0.21106 -4.26528 0.59284 -0.01 0.01 -0.01 0.100
H -0.41255 -6.64320 0.64066 0.00 -0.01 0.00 0.103
H -1.47810 -0.79603 -3.41842 0.00 0.02 0.00 0.109
H -3.39399 0.50948 -4.23078 0.00 0.00 -0.01 0.105
H -5.32329 0.94908 -2.75020 -0.01 0.00 0.01 0.102
H -5.34698 0.01234 -0.45548 0.00 0.00 0.00 0.105
H -3.45293 -1.31310 0.34798 0.04 -0.03 0.12 0.076
H 0.16060 -3.85423 -2.82838 0.00 0.00 0.02 0.102
H 1.95033 -3.56642 -4.51998 0.01 0.00 -0.01 0.100
H 3.22061 -1.45750 -4.62213 0.00 -0.01 -0.01 0.112
H 3.68876 0.79643 -3.77171 0.01 0.02 0.00 0.113
H 3.22144 2.58194 -2.12200 0.02 0.01 -0.01 0.114
H 1.40455 2.34400 -0.51639 0.00 0.00 0.01 0.082
C -0.26295 -2.76158 3.37801 -0.04 -0.02 0.01 -0.225
Ge -1.55099 -1.60172 4.29171 0.07 -0.01 0.07 0.742
C -3.18636 -1.47663 3.24280 -0.03 -0.08 0.06 -0.216
C -1.96671 -2.33147 6.06534 0.10 0.07 0.01 -0.224
C -0.84273 0.22527 4.46325 0.06 0.01 -0.05 -0.577
Se -0.26414 1.03228 2.76969 -0.22 -0.07 0.15 0.906
C 1.54569 0.32398 2.77209 0.08 -0.01 -0.08 -0.370
H -0.64736 -3.78269 3.34815 -0.02 0.00 -0.01 0.018
H 0.70128 -2.77937 3.88655 -0.01 0.01 0.04 0.018
H -0.11165 -2.42130 2.35226 0.00 0.04 0.01 -0.020
H -3.57879 -2.46550 3.00199 0.00 0.01 -0.03 0.026
H -2.95525 -0.95150 2.32185 -0.02 0.09 -0.15 -0.026
H -3.95450 -0.91286 3.77176 0.00 0.00 0.03 0.027
H -2.39946 -3.32853 5.98388 -0.01 -0.02 -0.04 0.015
H -2.68000 -1.69218 6.58562 -0.01 0.02 -0.01 0.016
H -1.06597 -2.40092 6.67592 0.01 -0.01 0.01 0.015
H 0.01519 0.29655 5.13228 -0.01 -0.04 0.02 0.020
H -1.61065 0.88911 4.86170 -0.02 0.02 -0.05 0.018
H 1.55678 -0.67477 3.19999 -0.02 -0.01 -0.02 0.006
H 2.18493 0.99326 3.34279 0.00 -0.02 0.02 0.028
H 1.88636 0.27967 1.73799 -0.01 0.03 0.04 0.007
F 1.00919 5.57020 2.82341 -0.02 -0.01 0.00 0.089
C 1.36242 5.61105 1.52600 0.02 -0.10 -0.11 -0.164
C 2.52132 6.28221 1.20120 0.03 0.00 -0.05 -0.156
F 3.18063 6.86420 2.21923 0.01 0.00 -0.02 0.084
C 3.05041 6.35165 -0.10348 -0.18 -0.11 0.06 -0.068
C 2.23848 5.68932 -1.04607 0.03 0.03 0.03 -0.161
C 1.07076 5.03908 -0.71899 -0.07 0.05 0.12 -0.183
F 0.37530 4.46351 -1.72261 0.01 0.00 0.01 0.083
C 0.58173 4.94416 0.58396 0.24 0.17 -0.18 -0.080
C -0.59646 4.14246 0.92089 -0.10 -0.23 0.13 -0.202
C -0.96216 3.05779 0.19615 0.09 0.11 -0.03 -0.254
N -1.28909 2.11008 -0.43713 -0.02 0.06 0.13 0.058
C -1.35216 4.31977 2.11081 -0.17 0.14 -0.03 -0.264
N -2.02286 4.41980 3.04452 0.00 -0.03 0.07 0.135
F 2.58449 5.68016 -2.34817 0.01 0.02 0.02 0.077
C 4.27691 7.01186 -0.43300 -0.15 -0.11 0.03 -0.225
C 4.82205 6.99516 -1.73306 0.08 0.08 -0.17 -0.277
N 5.31403 7.01951 -2.77987 0.05 -0.04 -0.04 0.097
C 5.05185 7.70700 0.51769 0.13 0.14 0.10 -0.275
N 5.72801 8.29895 1.24599 0.03 0.01 0.02 0.098